Entry 1:
ORCA calculation (wB97M-V/def2-TZVPD) on 2 unconnected molecules or ions with the total composition C2H4Cl2NO3P.

```
13
C2H4Cl2NO3P | the OMol25 dataset | wB97M-V/def2-TZVPD
C -0.89 1.43 0.00
C -0.35 1.67 -1.61
N 0.66 1.13 -2.05
O 1.98 0.30 -4.34
O -0.19 -0.85 -3.46
O -0.27 1.46 -4.49
P 0.55 0.36 -3.88
Cl 1.54 0.06 -1.06
Cl -3.30 4.71 8.52
H -0.38 0.48 0.41
H -0.86 2.23 0.69
H -2.03 1.18 -0.23
H -0.98 2.37 -2.22
```

The calculated total energy is -1620.91836 a.u. Its net charge is -2. Its lowest unoccupied orbital energy is 4.4 eV. The value obtained for the orbital gap is 0.2496 hartree.

---

Entry 2:
ORCA calculation (wB97M-V/def2-TZVPD) on 2 unconnected molecules or ions with the total composition C2H4Cl2OSi.

```
10
C2H4Cl2OSi | the OMol25 dataset | wB97M-V/def2-TZVPD
C -2.30 -0.40 0.41
C -1.17 -0.37 -0.29
Si 0.26 0.81 -0.05
O 1.67 0.25 -0.04
Cl -0.27 2.79 -0.06
H -2.86 -1.20 0.06
H -2.59 0.49 0.92
H -1.14 -1.09 -1.07
Cl 4.81 -0.93 0.06
H 3.58 -0.36 0.07
```

The calculated total energy is -1363.75009 a.u. Its net charge is 0. Its lowest unoccupied orbital energy is -0.5 eV. The value obtained for the orbital gap is 0.3733 hartree. As for the structure (SMILES): C=C[Si](=O)Cl.Cl.

---

lowest unoccupied orbital energy of number 1 (C2H4Cl2NO3P)? 4.4 eV

---

What is the formula in the first record? C2H4Cl2NO3P

---

Please write out number 1 again, unchanged.
ORCA calculation (wB97M-V/def2-TZVPD) on 2 unconnected molecules or ions with the total composition C2H4Cl2NO3P.

```
13
C2H4Cl2NO3P | the OMol25 dataset | wB97M-V/def2-TZVPD
C -0.89 1.43 0.00
C -0.35 1.67 -1.61
N 0.66 1.13 -2.05
O 1.98 0.30 -4.34
O -0.19 -0.85 -3.46
O -0.27 1.46 -4.49
P 0.55 0.36 -3.88
Cl 1.54 0.06 -1.06
Cl -3.30 4.71 8.52
H -0.38 0.48 0.41
H -0.86 2.23 0.69
H -2.03 1.18 -0.23
H -0.98 2.37 -2.22
```

The calculated total energy is -1620.91836 a.u. Its net charge is -2. Its lowest unoccupied orbital energy is 4.4 eV. The value obtained for the orbital gap is 0.2496 hartree.

---

The highest calculated total energy belongs to which entry? C2H4Cl2OSi